(1)
A structure of composition C26H43MnN3OS2Si3Te. Source: the OMol25 dataset; level of theory: the ωB97M-V functional and the def2-TZVPD basis.

Positions of all 80 atoms, in Å:
Mn  0.7362  1.2427  -0.4941
C  -0.4882  6.5794  -0.7755
S  -0.1843  5.8626  0.8474
C  0.4258  4.2651  0.4746
S  0.4986  3.6533  -1.1406
N  0.8502  3.6420  1.5424
N  1.2711  2.3741  1.2597
C  2.3048  1.9861  1.8734
C  2.9592  0.7390  1.4356
C  4.0229  0.1925  2.1238
C  4.6431  -0.9415  1.6202
C  4.1721  -1.4942  0.4477
C  3.0920  -0.8923  -0.1766
N  2.5064  0.2053  0.2957
H  -0.5688  7.6521  -0.6068
H  -1.4101  6.1980  -1.2052
H  0.3451  6.3673  -1.4385
H  2.7571  2.6242  2.6290
H  4.3525  0.6636  3.0414
H  5.4770  -1.3920  2.1423
H  4.6248  -2.3742  0.0120
H  2.6704  -1.2942  -1.0873
C  2.4640  1.8631  -3.4106
O  1.4761  1.1398  -2.6801
Si  -0.0640  0.7095  -3.2921
C  0.3651  -0.2272  -4.8589
C  -0.9873  2.2067  -3.8970
C  -0.7087  -0.1006  -1.7764
Si  -2.3534  0.4680  -1.1016
C  -2.5470  2.3007  -0.7318
C  -3.7907  0.0299  -2.2432
C  -2.7738  -0.2578  0.5804
Si  -0.7298  -1.9192  -2.1090
C  -1.4773  -3.1138  -0.8581
C  -1.7599  -2.3512  -3.6517
C  1.0007  -2.6203  -2.4285
H  2.1356  2.8832  -3.6187
H  2.6887  1.3600  -4.3547
H  3.3733  1.9089  -2.8126
H  0.5725  0.4912  -5.6576
H  -0.4525  -0.8644  -5.2005
H  1.2467  -0.8610  -4.7288
H  -0.3787  2.7581  -4.6225
H  -1.2509  2.8930  -3.0935
H  -1.9076  1.8938  -4.4014
H  -2.4968  2.9488  -1.6094
H  -1.8012  2.6580  -0.0165
H  -3.5295  2.4312  -0.2664
H  -3.5658  0.2982  -3.2802
H  -4.7058  0.5570  -1.9487
H  -3.9990  -1.0460  -2.2146
H  -2.1497  0.1829  1.3615
H  -2.6661  -1.3402  0.6377
H  -3.8178  -0.0073  0.8039
H  -2.5570  -2.9790  -0.7585
H  -1.0359  -3.0818  0.1376
H  -1.3046  -4.1218  -1.2546
H  -2.5569  -3.0571  -3.3918
H  -1.1418  -2.8310  -4.4190
H  -2.2329  -1.4783  -4.1033
H  1.7160  -1.8559  -2.7502
H  0.9539  -3.3763  -3.2197
H  1.3978  -3.1113  -1.5308
C  -0.8961  -2.8631  3.1002
Te  0.5534  -1.7427  2.0061
C  1.0415  -0.8521  3.8960
C  0.3083  -1.6482  4.9487
C  0.5435  -1.4168  6.3041
C  -0.1317  -2.1405  7.2716
C  -1.0588  -3.1053  6.8906
C  -1.3007  -3.3356  5.5468
C  -0.6206  -2.6132  4.5660
H  -0.8008  -3.9175  2.8493
H  -1.8972  -2.5335  2.8194
H  0.7216  0.1904  3.8931
H  2.1189  -0.8826  4.0501
H  1.2636  -0.6606  6.5982
H  0.0647  -1.9574  8.3206
H  -1.5895  -3.6762  7.6423
H  -2.0259  -4.0849  5.2481

Computed properties:
* multiplicity: 6
* electronic energy: -4340.03811 hartree
* frontier orbital gap (alpha / beta): 6.64 / 6.82 eV
* ⟨S²⟩: 8.762
* LUMO energy (alpha / beta): -0.77 / -0.98 eV

Atomic partial charges in e from the Mulliken method, atoms 1 to 5: atom 1 (Mn): 0.2526, atom 2 (C): -0.7826, atom 3 (S): -0.0710, atom 4 (C): 0.4762, atom 5 (S): -0.4441



(2)
A structure of composition C26H43MnN8OS2Si. Source: the OMol25 dataset; level of theory: the ωB97M-V functional and the def2-TZVPD basis.

Positions of all 82 atoms, in Å:
Mn  0.4259  0.0881  -0.8420
C  4.8841  3.2305  -0.3834
C  4.3655  2.8564  1.0002
N  2.9421  3.0643  1.1582
C  1.9843  2.1555  0.7923
S  2.3616  0.4700  0.6304
N  0.7719  2.6415  0.6581
N  -0.1038  1.6120  0.3725
C  -1.2308  1.5632  1.0005
C  -1.7327  2.5972  1.9560
C  -1.9451  0.3161  0.7712
C  -3.2105  0.0397  1.2879
C  -3.7904  -1.1829  1.0179
C  -3.1131  -2.0826  0.2041
C  -1.8593  -1.7448  -0.2662
N  -1.2542  -0.5948  0.0476
H  5.9613  3.0601  -0.4505
H  4.6971  4.2863  -0.5958
H  4.3939  2.6348  -1.1544
H  4.8776  3.4427  1.7683
H  4.5656  1.8063  1.2070
H  2.6097  4.0165  1.1292
H  -1.0044  3.3984  2.0397
H  -1.9063  2.1636  2.9436
H  -2.6801  3.0134  1.6037
H  -3.7243  0.7854  1.8788
H  -4.7702  -1.4228  1.4115
H  -3.5452  -3.0348  -0.0720
H  -1.3069  -2.3951  -0.9245
C  -5.4855  -2.9344  -4.5242
C  -5.0345  -2.5364  -3.1244
N  -4.6040  -1.1535  -3.0403
C  -5.6560  -0.1602  -2.8644
C  -5.8537  0.2668  -1.4186
C  -3.3092  -0.7815  -3.2672
S  -2.1664  -1.9043  -3.8015
N  -3.1262  0.5518  -3.1309
C  -1.9896  1.1427  -2.8162
O  -0.9384  0.6490  -2.3507
C  -2.0194  2.6445  -3.0085
C  -1.1352  3.4521  -2.3009
C  -1.1513  4.8298  -2.4657
C  -2.0407  5.4139  -3.3565
C  -2.9218  4.6126  -4.0722
C  -2.9174  3.2380  -3.8911
H  -5.8270  -3.9718  -4.5361
H  -4.6482  -2.8337  -5.2137
H  -6.3070  -2.3031  -4.8708
H  -4.2036  -3.1673  -2.8143
H  -5.8514  -2.6678  -2.4070
H  -6.5793  -0.5972  -3.2558
H  -5.4125  0.7102  -3.4705
H  -6.0956  -0.5898  -0.7854
H  -6.6702  0.9896  -1.3433
H  -4.9414  0.7262  -1.0409
H  -0.4498  2.9972  -1.5997
H  -0.4673  5.4444  -1.8932
H  -2.0499  6.4888  -3.4919
H  -3.6161  5.0622  -4.7721
H  -3.6056  2.6013  -4.4304
C  2.5985  -2.8869  0.8683
Si  1.6323  -3.2247  -0.7175
C  2.7741  -4.3220  -1.7676
C  0.2199  -4.3823  -0.2009
C  1.0970  -1.7320  -1.6621
H  2.8901  -3.8228  1.3542
H  2.0003  -2.3029  1.5714
H  3.5079  -2.3133  0.6701
H  3.1057  -5.2110  -1.2226
H  3.6639  -3.7652  -2.0754
H  2.2620  -4.6510  -2.6758
H  0.6334  -5.3384  0.1337
H  -0.4545  -4.5855  -1.0378
H  -0.3723  -3.9747  0.6215
H  0.3233  -2.0587  -2.3740
H  1.9744  -1.4961  -2.2864
N  3.0522  0.9004  -2.5197
N  1.6424  1.1548  -2.2779
H  3.0901  0.1648  -3.2169
H  3.3690  0.4620  -1.6543
H  1.1181  0.9371  -3.1202
H  1.5557  2.1597  -2.1541

Computed properties:
* multiplicity: 2
* total charge: -1
* electronic energy: -3766.77956 hartree
* frontier orbital gap (alpha / beta): 7.28 / 6.28 eV
* ⟨S²⟩: 0.942
* LUMO energy (alpha / beta): 2.70 / 2.70 eV

Atomic partial charges in e from the Mulliken method, atoms 1 to 5: atom 1 (Mn): -0.4213, atom 2 (C): -0.8279, atom 3 (C): -0.5738, atom 4 (N): -0.2537, atom 5 (C): 0.1525



(3)
A structure of composition C26H43N3S2Zn. Source: the OMol25 dataset; level of theory: the ωB97M-V functional and the def2-TZVPD basis.

Positions of all 75 atoms, in Å:
Zn  -0.4828  -1.1808  -1.5817
S  -1.9145  -2.8957  -0.5630
S  1.5829  -0.4920  -2.8904
C  -0.9176  -4.1586  0.2780
C  -2.3192  -3.9134  -2.0187
C  -1.1469  -4.0184  -2.9790
N  -0.5759  -2.6746  -3.2524
C  0.5862  -2.7534  -4.1712
C  1.1462  -1.3669  -4.4210
H  -3.1991  -3.4817  -2.5075
H  -2.5669  -4.9040  -1.6256
H  -1.4796  -4.4658  -3.9302
H  -0.3548  -4.6576  -2.5705
H  0.2646  -3.2040  -5.1236
H  1.3381  -3.4122  -3.7268
H  0.4049  -0.7408  -4.9330
H  2.0555  -1.4338  -5.0245
C  2.9505  -1.5641  -2.3320
H  -1.3030  -2.1783  -3.7785
H  2.6115  -2.5724  -2.0625
H  3.3757  -1.0786  -1.4449
H  3.7094  -1.6163  -3.1224
H  -0.7938  -3.8158  1.3066
H  0.0668  -4.3225  -0.1737
H  -1.4900  -5.0894  0.2715
C  -2.8256  -0.8873  -3.1079
C  -3.1867  -0.0826  -2.0947
H  -3.3588  -1.8188  -3.3084
H  -2.2058  -0.4722  -3.9139
H  -3.5070  -0.4224  -1.1085
H  -3.3275  0.9847  -2.3069
C  -1.7700  5.8068  -0.7905
C  -1.0711  4.9173  0.2410
C  0.3455  5.4549  0.5029
C  -1.8628  4.9580  1.5531
C  -0.9505  3.4723  -0.2524
C  -1.1722  3.1204  -1.5863
C  -1.0320  1.7867  -1.9610
N  -0.6682  0.8242  -1.1018
C  -0.3289  1.1560  0.1782
C  -0.5208  2.4733  0.6312
C  0.3421  0.1160  0.9640
C  0.7370  0.2927  2.3078
C  1.5139  -0.6850  2.9397
C  1.9281  -1.7851  2.1747
C  1.4725  -1.9232  0.8601
N  0.6374  -1.0327  0.2957
C  1.9386  -0.6180  4.4225
C  1.5282  -1.9064  5.1468
C  3.4611  -0.4759  4.5139
C  1.3070  0.5568  5.1710
H  -1.8469  6.8290  -0.4067
H  -2.7787  5.4313  -0.9916
H  -1.2072  5.8330  -1.7281
H  0.3055  6.5115  0.7998
H  0.8382  4.8807  1.2983
H  0.9569  5.3679  -0.4063
H  -2.8629  4.5322  1.4089
H  -1.3610  4.3997  2.3491
H  -1.9709  5.9986  1.8761
H  -1.4737  3.8362  -2.3462
H  -1.3113  1.4537  -2.9622
H  -0.2962  2.7001  1.6727
H  0.4023  1.1969  2.8170
H  2.5804  -2.5644  2.5773
H  1.7764  -2.7834  0.2492
H  2.0295  -2.7886  4.7405
H  1.7862  -1.8342  6.2087
H  0.4480  -2.0677  5.0773
H  3.7954  0.4363  4.0117
H  3.7667  -0.4093  5.5620
H  3.9799  -1.3253  4.0651
H  1.6356  1.5182  4.7640
H  0.2135  0.5057  5.1512
H  1.6224  0.5227  6.2190

Computed properties:
* multiplicity: 1
* total charge: +2
* electronic energy: -3756.00668 hartree
* frontier orbital gap: 8.72 eV
* LUMO energy: -5.92 eV

Atomic partial charges in e from the Mulliken method, atoms 1 to 5: atom 1 (Zn): 0.4455, atom 2 (S): 0.0420, atom 3 (S): 0.0699, atom 4 (C): -1.0676, atom 5 (C): -0.6869



(4)
A structure of composition C26H43N6O6RhS2Si2Te. Source: the OMol25 dataset; level of theory: the ωB97M-V functional and the def2-TZVPD basis.

Positions of all 87 atoms, in Å:
Rh  0.3348  -0.2322  -0.8442
C  -0.5364  8.0410  0.2709
C  -0.0089  6.6439  0.4532
C  0.8878  6.3404  1.4702
C  1.3670  5.0462  1.6392
C  0.9333  4.0414  0.7929
C  0.0710  4.3335  -0.2571
C  -0.4033  5.6233  -0.4123
S  1.6533  2.3710  0.9141
O  0.1646  1.6864  1.0746
O  2.2979  2.3732  2.2384
N  2.2699  0.3449  0.0606
C  3.1118  0.6351  -1.0665
C  2.3513  0.9044  -2.3859
O  2.9171  0.8553  -3.4600
O  1.0697  1.1384  -2.2257
H  -0.0913  8.7281  0.9893
H  -1.6194  8.0681  0.4033
H  -0.3210  8.4126  -0.7321
H  1.2246  7.1276  2.1352
H  2.0802  4.8112  2.4186
H  -0.2084  3.5553  -0.9559
H  -1.0839  5.8497  -1.2253
H  3.7714  -0.2213  -1.2558
H  3.7758  1.4926  -0.8892
O  -0.9753  -1.3472  2.6327
N  -1.4124  -0.0448  2.2509
C  -1.6524  0.7506  3.5052
C  -2.1413  2.0820  3.1053
N  -2.5822  3.0875  2.7792
C  -2.7459  0.0510  4.2187
N  -3.5674  -0.5015  4.7954
C  -2.6278  1.5892  -1.6295
C  -2.9443  0.2811  -0.9390
O  -1.9947  -0.7442  -1.2912
H  -3.2628  2.3872  -1.2425
H  -2.7814  1.5172  -2.7084
H  -1.5857  1.8585  -1.4509
H  -3.9498  -0.0710  -1.1840
H  -2.8664  0.3710  0.1431
H  -2.0393  -0.8911  -2.2434
C  1.8448  -3.3640  1.5745
Si  1.6883  -4.6951  0.2628
C  0.8671  -6.2203  0.9754
C  3.3739  -5.1335  -0.4255
C  0.5896  -4.1011  -1.1587
Te  1.4523  -2.4250  -2.1536
C  0.4671  -2.3428  -4.0549
Si  -1.3262  -2.8132  -4.4511
C  -1.2362  -4.0741  -5.8304
C  -2.2155  -1.2830  -5.0970
C  -2.3526  -3.5121  -3.0528
H  2.8848  -3.2323  1.8799
H  1.2557  -3.6154  2.4588
H  1.4942  -2.3993  1.2025
H  1.4590  -6.6286  1.7980
H  0.7506  -7.0048  0.2250
H  -0.1231  -5.9760  1.3665
H  3.9403  -5.7238  0.2985
H  3.9545  -4.2365  -0.6505
H  3.2939  -5.7168  -1.3456
H  -0.4012  -3.8333  -0.7997
H  0.4961  -4.9158  -1.8788
H  1.1163  -2.9224  -4.7129
H  0.6176  -1.2956  -4.3346
H  -0.6818  -3.6857  -6.6873
H  -2.2340  -4.3549  -6.1743
H  -0.7313  -4.9816  -5.4909
H  -1.5645  -0.6660  -5.7189
H  -2.6284  -0.6439  -4.3122
H  -3.0663  -1.5917  -5.7095
H  -2.0103  -4.4970  -2.7365
H  -3.3815  -3.6188  -3.4079
H  -2.3740  -2.8582  -2.1798
C  0.2965  3.1567  4.5526
N  0.4084  1.7145  4.7686
C  1.4750  1.1196  5.4023
C  1.2570  -0.2161  5.4131
N  0.0459  -0.4149  4.8086
C  -0.4418  0.7557  4.4046
S  0.1771  -0.0343  1.6484
H  -0.4788  3.5703  5.1944
H  0.0847  3.3659  3.5118
H  1.2605  3.5914  4.7912
H  2.3015  1.7016  5.7650
H  1.8578  -1.0254  5.7830
H  -0.3426  -1.2680  4.3853

Computed properties:
* multiplicity: 5
* electronic energy: -3550.17174 hartree
* frontier orbital gap (alpha / beta): 6.67 / 7.12 eV
* ⟨S²⟩: 6.022
* LUMO energy (alpha / beta): -0.07 / -0.32 eV

Atomic partial charges in e from the Mulliken method, atoms 1 to 5: atom 1 (Rh): 1.6637, atom 2 (C): -1.4781, atom 3 (C): 1.0549, atom 4 (C): -0.8099, atom 5 (C): -0.6059



(5)
A structure of composition C26H44BCl3F4N2O26PS6. Source: the OMol25 dataset; level of theory: the ωB97M-V functional and the def2-TZVPD basis.

Positions of all 113 atoms, in Å:
C  -1.3760  -5.9666  2.1438
C  -2.4989  -5.6087  0.9568
O  -3.4343  -4.6023  1.4936
B  -3.3531  -3.3218  0.7527
O  -3.9577  -3.3136  -0.6143
C  -2.6480  -1.9328  1.2807
C  -1.1566  -1.3785  0.9194
C  -0.3126  -2.3510  -0.1542
F  -0.9969  -2.4123  -1.5001
F  -0.0056  -3.6923  0.4055
C  1.1749  -1.6613  -0.4865
F  1.7849  -2.3501  -1.6849
F  2.1164  -1.7420  0.6577
N  -0.4029  -0.1892  1.3530
N  -1.0267  0.6781  2.1944
Cl  -0.0872  2.0975  2.6552
C  -2.4072  0.3840  2.6689
P  -3.1397  1.6910  3.9166
C  -2.0053  1.7960  5.4972
C  -3.2320  3.4373  3.0577
C  -4.5006  4.2136  3.7803
C  -3.4086  -0.8531  2.3155
C  -4.9505  -1.0687  2.8566
Cl  -6.2139  -1.1552  1.4508
C  -5.1027  -2.3681  3.8990
C  -6.1836  -3.5034  3.3152
Cl  -3.4748  -3.0973  4.4135
H  -1.9353  -6.4938  3.0354
H  -0.4931  -6.6358  1.7264
H  -0.9588  -4.9256  2.5326
H  -3.0441  -6.6364  0.6905
H  -1.9833  -5.2564  -0.0406
H  -3.3251  -3.8894  -1.1665
H  1.0137  -0.5350  -0.8477
H  -1.1954  0.9231  5.4685
H  -2.6217  1.7246  6.4934
H  -1.3764  2.7984  5.4110
H  -3.3740  3.2742  1.9066
H  -2.1963  3.9733  3.2687
H  -4.9619  3.5396  4.6490
H  -5.3156  4.4820  2.9610
H  -4.1541  5.2395  4.2724
H  -5.3243  -0.1374  3.5038
H  -5.6144  -1.9781  4.9052
H  -6.2589  -4.4153  4.0678
H  -5.8726  -3.9393  2.2752
H  -7.2808  -3.0352  3.2917
C  -8.8795  6.8829  0.4672
C  -7.6294  6.3743  -0.2457
O  -6.5382  7.0130  0.4132
S  -6.9241  7.2365  1.9821
O  -6.3449  6.1550  2.7477
O  -6.7212  8.6288  2.3087
O  -8.5256  6.9629  1.8469
H  -9.1469  7.8879  0.1253
H  -9.7334  6.2139  0.3309
H  -7.6307  6.6151  -1.3114
H  -7.5150  5.2928  -0.1173
C  3.4363  -2.0018  -4.5187
C  4.8614  -1.6414  -4.1077
O  5.4000  -0.9258  -5.2171
S  4.1988  -0.0995  -5.9483
O  4.2248  1.2613  -5.4597
O  4.2059  -0.4313  -7.3541
O  2.9497  -0.8707  -5.2391
H  3.4267  -2.8646  -5.1926
H  2.7974  -2.2080  -3.6558
H  5.4670  -2.5236  -3.8872
H  4.8642  -0.9723  -3.2408
C  10.2887  -0.7459  -4.1641
C  9.4324  -0.7233  -2.9008
O  8.5325  0.3680  -3.0794
S  8.1955  0.5224  -4.6678
O  6.9407  -0.1468  -4.9300
O  8.4562  1.8881  -5.0595
O  9.4013  -0.4187  -5.2321
H  11.0704  0.0196  -4.1241
H  10.7467  -1.7238  -4.3350
H  10.0289  -0.5871  -1.9956
H  8.8388  -1.6392  -2.8108
C  6.0685  -2.9245  -8.5787
C  6.8141  -2.8855  -9.9100
O  7.5950  -4.0782  -9.9354
S  6.7984  -5.2503  -9.1279
O  6.0941  -6.0646  -10.0933
O  7.6858  -5.8023  -8.1308
O  5.7113  -4.2916  -8.3818
H  6.7200  -2.6204  -7.7531
H  5.1751  -2.2944  -8.5873
H  7.4531  -2.0042  -10.0039
H  6.1166  -2.9206  -10.7535
C  3.6856  -5.7384  3.1417
C  2.3743  -5.7547  2.3608
O  2.2067  -7.1069  1.9410
S  2.8579  -8.0948  3.0637
O  1.7946  -8.5603  3.9263
O  3.7849  -8.9859  2.4058
O  3.7097  -6.9637  3.8719
H  4.5467  -5.7276  2.4658
H  3.7491  -4.8866  3.8241
H  2.3942  -5.0831  1.4992
H  1.5283  -5.4940  3.0056
C  -4.7322  10.4887  4.4514
C  -3.4820  9.9802  3.7385
O  -2.3908  10.6189  4.3974
S  -2.7767  10.8424  5.9663
O  -2.1975  9.7609  6.7319
O  -2.5739  12.2347  6.2929
O  -4.3782  10.5688  5.8311
H  -4.9995  11.4938  4.1095
H  -5.5861  9.8197  4.3151
H  -3.4833  10.2210  2.6728
H  -3.3677  8.8986  3.8668

Computed properties:
* multiplicity: 1
* total charge: +1
* electronic energy: -7617.27987 hartree
* frontier orbital gap: 5.88 eV
* LUMO energy: -5.97 eV

Atomic partial charges in e from the Mulliken method, atoms 1 to 5: atom 1 (C): -0.6908, atom 2 (C): -0.3349, atom 3 (O): -0.3196, atom 4 (B): 0.3201, atom 5 (O): -0.5451